{"formula": "C22H27F5N2O3", "method": "ωB97M-V with the def2-TZVPD basis set", "gap_ev": 6.926, "multiplicity": 1, "smiles": "COCCCCCCCCc1cc(CC(=O)F)cc2nc(F)c(C[C@@H](O)C(F)(F)F)nc12", "charge": 0, "symbols": ["C", "O", "C", "C", "C", "C", "C", "C", "C", "C", "C", "C", "C", "C", "C", "O", "F", "C", "C", "N", "C", "F", "C", "C", "C", "O", "C", "F", "F", "F", "N", "C", "H", "H", "H", "H", "H", "H", "H", "H", "H", "H", "H", "H", "H", "H", "H", "H", "H", "H", "H", "H", "H", "H", "H", "H", "H", "H", "H"], "coordinates": [[3.60, -1.55, 2.20], [4.23, -0.82, 1.07], [3.45, -0.98, -0.17], [3.96, 0.12, -1.31], [3.25, 1.61, -1.12], [2.32, 1.95, -2.43], [1.58, 3.41, -2.40], [1.00, 3.88, -0.94], [-0.53, 3.34, -0.61], [-0.68, 1.71, -0.58], [-1.44, 1.12, 0.77], [-1.36, 1.88, 2.23], [-2.11, 1.20, 3.53], [-2.06, 1.84, 5.05], [-1.24, 0.71, 5.97], [-0.03, 0.32, 5.50], [-1.79, 0.11, 7.21], [-2.91, -0.22, 3.33], [-3.01, -1.02, 1.86], [-3.79, -2.31, 1.88], [-3.73, -2.89, 0.49], [-4.43, -4.21, 0.29], [-2.97, -2.27, -0.81], [-2.95, -3.07, -2.28], [-1.35, -3.25, -2.66], [-0.77, -4.28, -1.75], [-1.08, -3.63, -4.24], [-1.48, -5.04, -4.48], [0.39, -3.39, -4.48], [-1.80, -2.63, -5.07], [-2.24, -0.96, -0.76], [-2.26, -0.32, 0.60], [2.42, -1.63, 2.07], [4.03, -2.64, 2.33], [3.78, -0.90, 3.16], [3.72, -2.05, -0.62], [2.28, -0.96, -0.01], [3.65, -0.26, -2.39], [5.12, 0.30, -1.23], [4.00, 2.45, -0.81], [2.50, 1.48, -0.20], [1.54, 1.09, -2.61], [3.05, 1.93, -3.37], [0.72, 3.36, -3.23], [2.34, 4.23, -2.80], [0.91, 5.07, -0.99], [1.70, 3.65, -0.03], [-1.20, 3.75, -1.50], [-0.91, 3.89, 0.35], [0.33, 1.11, -0.67], [-1.37, 1.42, -1.51], [-0.75, 2.90, 2.36], [-1.39, 2.81, 5.04], [-3.14, 2.02, 5.45], [-3.45, -0.69, 4.27], [-3.39, -4.14, -2.14], [-3.57, -2.48, -3.09], [-0.71, -2.26, -2.46], [0.00, -3.82, -1.27]]}

{"formula": "C22H27FN2O3S", "method": "ωB97M-V with the def2-TZVPD basis set", "gap_ev": 9.813, "multiplicity": 1, "smiles": "Cc1ccc(S(=O)(=O)N(CC(=O)NC2CCCCCC2)c2ccccc2F)cc1", "charge": 0, "symbols": ["C", "C", "C", "C", "C", "S", "O", "O", "N", "C", "C", "O", "N", "C", "C", "C", "C", "C", "C", "C", "C", "C", "C", "C", "C", "C", "F", "C", "C", "H", "H", "H", "H", "H", "H", "H", "H", "H", "H", "H", "H", "H", "H", "H", "H", "H", "H", "H", "H", "H", "H", "H", "H", "H", "H", "H"], "coordinates": [[1.23, -0.29, -7.08], [1.46, -0.35, -5.60], [1.20, -1.52, -4.89], [1.42, -1.58, -3.52], [1.91, -0.47, -2.87], [2.09, -0.53, -1.10], [2.94, 0.53, -0.65], [2.35, -1.88, -0.69], [0.53, -0.14, -0.57], [0.10, 1.21, -0.86], [-0.93, 1.69, 0.18], [-1.85, 2.41, -0.13], [-0.68, 1.23, 1.41], [-1.51, 1.52, 2.56], [-1.82, 0.22, 3.30], [-0.68, -0.35, 4.15], [-0.41, 0.48, 5.41], [0.62, 1.60, 5.22], [0.53, 2.35, 3.89], [-0.90, 2.63, 3.41], [-0.40, -1.19, -0.64], [-1.33, -1.35, -1.66], [-2.17, -2.44, -1.67], [-2.10, -3.40, -0.67], [-1.19, -3.25, 0.36], [-0.36, -2.15, 0.37], [0.47, -1.97, 1.41], [2.18, 0.70, -3.55], [1.95, 0.76, -4.92], [0.89, 0.70, -7.38], [2.17, -0.49, -7.60], [0.50, -1.03, -7.39], [0.81, -2.39, -5.41], [1.24, -2.48, -2.96], [0.99, 1.83, -0.78], [-0.33, 1.33, -1.86], [0.11, 0.62, 1.54], [-2.45, 1.90, 2.14], [-2.68, 0.39, 3.95], [-2.12, -0.53, 2.56], [0.23, -0.45, 3.56], [-0.97, -1.36, 4.45], [-1.36, 0.91, 5.75], [-0.05, -0.17, 6.20], [1.62, 1.18, 5.30], [0.50, 2.30, 6.04], [1.06, 1.80, 3.12], [1.05, 3.30, 4.01], [-1.55, 2.83, 4.26], [-0.89, 3.53, 2.79], [-1.38, -0.62, -2.45], [-2.89, -2.55, -2.47], [-2.76, -4.25, -0.69], [-1.13, -3.97, 1.16], [2.57, 1.55, -3.01], [2.16, 1.67, -5.46]]}

{"formula": "C22H27FN4O4", "method": "ωB97M-V with the def2-TZVPD basis set", "gap_ev": 9.517, "multiplicity": 1, "smiles": "Cc1cc(NC(=O)CCC(=O)N(CC(=O)NC2CCCC2)c2ccc(C)c(F)c2)no1", "charge": 0, "symbols": ["C", "C", "C", "C", "N", "C", "O", "C", "C", "C", "O", "N", "C", "C", "O", "N", "C", "C", "C", "C", "C", "C", "C", "C", "C", "C", "C", "F", "C", "N", "O", "H", "H", "H", "H", "H", "H", "H", "H", "H", "H", "H", "H", "H", "H", "H", "H", "H", "H", "H", "H", "H", "H", "H", "H", "H", "H", "H"], "coordinates": [[-2.86, -4.32, 0.18], [-1.81, -3.39, -0.32], [-1.89, -2.17, -0.93], [-0.53, -1.81, -1.10], [0.00, -0.66, -1.65], [-0.72, 0.40, -2.13], [-1.93, 0.44, -2.14], [0.13, 1.54, -2.66], [-0.19, 2.83, -1.88], [0.56, 2.81, -0.56], [1.72, 3.19, -0.50], [-0.04, 2.26, 0.53], [0.81, 2.04, 1.70], [1.75, 0.85, 1.44], [1.36, -0.29, 1.59], [2.98, 1.23, 1.06], [4.06, 0.35, 0.62], [3.79, -0.27, -0.77], [3.54, -1.75, -0.51], [4.49, -2.05, 0.65], [4.30, -0.85, 1.57], [-1.38, 1.83, 0.62], [-2.43, 2.70, 0.35], [-3.74, 2.26, 0.46], [-4.04, 0.97, 0.86], [-5.45, 0.47, 0.96], [-2.97, 0.14, 1.18], [-3.23, -1.11, 1.62], [-1.65, 0.54, 1.06], [0.27, -2.75, -0.65], [-0.53, -3.73, -0.17], [-2.39, -5.26, 0.48], [-3.36, -3.88, 1.04], [-3.60, -4.51, -0.59], [-2.75, -1.61, -1.20], [1.01, -0.63, -1.62], [-0.15, 1.69, -3.70], [1.20, 1.33, -2.61], [-1.27, 2.90, -1.76], [0.18, 3.69, -2.44], [0.17, 1.82, 2.55], [1.38, 2.96, 1.89], [3.07, 2.19, 0.76], [4.95, 0.99, 0.59], [4.68, -0.14, -1.40], [2.96, 0.24, -1.26], [2.52, -1.92, -0.19], [3.74, -2.36, -1.39], [5.52, -2.09, 0.29], [4.26, -2.99, 1.14], [5.15, -0.68, 2.23], [3.41, -1.00, 2.18], [-2.23, 3.72, 0.07], [-4.55, 2.94, 0.23], [-5.69, -0.14, 0.09], [-5.57, -0.15, 1.84], [-6.15, 1.30, 1.01], [-0.86, -0.14, 1.32]]}

{"formula": "C22H27I2KN4O", "method": "ωB97M-V with the def2-TZVPD basis set", "gap_ev": 7.636, "multiplicity": 1, "charge": 0, "symbols": ["K", "C", "C", "C", "C", "C", "C", "C", "N", "N", "C", "C", "C", "C", "C", "C", "N", "C", "C", "C", "C", "C", "C", "N", "H", "H", "H", "H", "H", "H", "H", "H", "H", "H", "H", "H", "H", "H", "H", "H", "H", "H", "H", "H", "I", "I", "C", "C", "C", "O", "H", "H", "H", "H", "H", "H", "H"], "coordinates": [[0.42, 1.54, -0.95], [-0.63, -0.65, 1.06], [-0.34, -2.04, 0.47], [0.03, -2.09, -0.99], [-0.27, -3.23, -1.74], [0.22, -3.35, -3.03], [1.01, -2.33, -3.53], [1.23, -1.22, -2.74], [0.75, -1.09, -1.50], [0.14, -0.23, 2.25], [1.05, -1.13, 2.92], [2.44, -1.28, 2.31], [3.49, -1.77, 3.08], [4.73, -1.93, 2.48], [4.88, -1.60, 1.14], [3.77, -1.12, 0.46], [2.58, -0.96, 1.03], [0.64, 1.13, 2.14], [-0.50, 2.12, 2.05], [-1.51, 2.12, 3.01], [-2.53, 3.05, 2.91], [-2.50, 3.96, 1.86], [-1.46, 3.89, 0.95], [-0.47, 2.99, 1.04], [-1.69, -0.60, 1.32], [-0.47, 0.08, 0.27], [-1.19, -2.70, 0.65], [0.51, -2.50, 0.98], [-0.88, -4.01, -1.31], [0.00, -4.22, -3.62], [1.44, -2.38, -4.53], [1.83, -0.40, -3.11], [0.59, -2.11, 3.00], [1.18, -0.77, 3.94], [3.34, -2.02, 4.12], [5.57, -2.30, 3.05], [5.83, -1.71, 0.63], [3.83, -0.86, -0.59], [1.31, 1.28, 1.28], [1.22, 1.35, 3.04], [-1.49, 1.39, 3.80], [-3.33, 3.07, 3.63], [-3.28, 4.70, 1.74], [-1.40, 4.57, 0.11], [-0.01, 1.99, -4.14], [1.99, 1.88, -6.20], [-3.28, 1.43, -1.09], [-2.64, 1.56, -2.48], [-2.81, 0.25, -3.25], [-1.30, 1.93, -2.32], [-4.35, 1.25, -1.18], [-3.12, 2.34, -0.52], [-2.83, 0.58, -0.56], [-3.19, 2.35, -3.02], [-2.12, -0.50, -2.87], [-2.60, 0.40, -4.31], [-3.83, -0.12, -3.15]]}